[1]
Computed, not measured: a 2-piece molecular cluster, C5H15N2O overall, with ωB97M-V/def2-TZVPD.

XYZ file:
```
23
C5H15N2O | the OMol25 dataset | ωB97M-V/def2-TZVPD
C 0.810 2.138 1.994
C 0.540 0.913 1.100
C -0.939 0.647 0.795
C -1.252 -0.247 -0.379
C -0.668 -0.142 -1.559
N -1.101 -1.073 -2.637
N 1.076 -0.254 1.824
H 1.359 1.907 2.910
H 1.376 2.889 1.455
H -0.113 2.643 2.264
H 1.179 0.942 0.212
H -1.349 0.234 1.725
H -1.483 1.590 0.782
H -2.035 -0.988 -0.247
H -0.196 0.711 -2.008
H -1.755 -1.793 -2.319
H -1.522 -0.546 -3.401
H -0.272 -1.586 -2.973
H 0.361 -0.863 2.240
H 1.776 -0.060 2.544
H 1.057 -2.074 -0.802
H 2.052 -2.566 -1.812
O 1.098 -2.423 -1.708
```

- ΔE to the lowest compared entry with this formula, charge and spin: 2.048 eV
- Molar mass: 119.19 g/mol
- Net charge: +2
- Total energy: -383.5351 Ha
- 2S+1: 2
- Kohn-Sham gap (spin up / spin down): 11.77 / 6.74 eV

=====

[2]
Computed, not measured: a 2-piece molecular cluster, C5H11BrO2 overall, with ωB97M-V/def2-TZVPD.

XYZ file:
```
19
C5H11BrO2 | the OMol25 dataset | ωB97M-V/def2-TZVPD
C -0.069 1.460 -0.936
C -1.861 -0.319 -0.449
C 1.765 -0.796 0.220
C 0.515 -0.930 1.002
C -0.694 0.557 0.083
O 1.597 -0.749 -1.135
O -1.137 1.240 1.218
Br 0.824 -0.693 2.933
H 0.353 0.873 -1.690
H -0.874 2.093 -1.327
H 0.601 2.002 -0.417
H -1.965 -1.256 0.071
H -2.828 0.353 -0.277
H -1.615 -0.426 -1.529
H 2.645 -1.537 0.459
H 2.093 0.262 0.518
H -0.144 -1.697 0.839
H 1.300 -1.594 -1.507
H -0.506 1.157 1.922
```

- ΔE to the lowest compared entry with this formula, charge and spin: 1.944 eV
- Molar mass: 183.05 g/mol
- Net charge: 0
- Total energy: -2921.4949 Ha
- Kohn-Sham gap: 9.38 eV

=====

[3]
Computed, not measured: C27H28F6NOSbSiTeTi as an isolated structure, with ωB97M-V/def2-TZVPD.

XYZ file:
```
67
C27H28F6NOSbSiTeTi | the OMol25 dataset | ωB97M-V/def2-TZVPD
Ti 1.025 -0.944 -0.030
C 1.195 -0.130 -3.754
Si 3.448 0.677 -1.382
C 4.243 -0.696 -2.443
C 3.834 2.505 -1.708
N 2.661 0.132 0.015
C 3.375 -0.094 1.209
C 4.342 0.782 1.706
C 5.035 0.484 2.867
C 4.807 -0.699 3.552
C 3.854 -1.591 3.085
C 3.158 -1.254 1.945
F 2.152 -2.122 1.471
H 2.022 0.235 -4.362
H 0.277 -0.049 -4.347
H 1.340 -1.159 -3.423
H 4.373 -0.398 -3.482
H 3.692 -1.642 -2.412
H 5.239 -0.899 -2.047
H 3.623 2.769 -2.747
H 4.882 2.739 -1.537
H 3.220 3.170 -1.091
H 4.537 1.702 1.175
H 5.767 1.180 3.244
H 5.369 -0.932 4.442
H 3.651 -2.528 3.581
F 0.418 -0.273 1.440
Te 0.869 1.157 -2.109
F -0.890 1.657 -2.714
F 1.369 2.512 -3.574
F 1.628 -2.236 -1.006
F -0.460 1.813 -0.111
O -0.056 -0.346 -1.244
C -5.827 1.889 -2.450
C -5.737 2.082 -1.080
C -4.631 1.626 -0.381
C -3.623 0.976 -1.078
C -3.697 0.765 -2.445
C -4.808 1.237 -3.128
Sb -2.032 0.226 0.171
C -2.136 0.901 2.231
C -1.971 2.248 2.519
C -2.036 2.655 3.843
C -2.257 1.727 4.848
C -2.433 0.388 4.541
C -2.379 -0.040 3.223
C -1.724 -1.934 -0.050
C -2.159 -2.482 -1.249
C -1.732 -3.753 -1.604
C -0.864 -4.451 -0.776
C -0.461 -3.912 0.438
C -0.886 -2.639 0.815
H -6.695 2.241 -2.987
H -6.524 2.592 -0.545
H -4.564 1.767 0.688
H -2.902 0.273 -2.987
H -4.871 1.099 -4.196
H -1.795 2.969 1.729
H -1.905 3.695 4.093
H -2.295 2.044 5.877
H -2.601 -0.332 5.327
H -2.547 -1.083 2.979
H -2.836 -1.924 -1.891
H -2.066 -4.191 -2.531
H -0.519 -5.429 -1.069
H 0.162 -4.488 1.109
H -0.644 -2.260 1.808
```

- Molar mass: 821.83 g/mol
- Net charge: +2
- Total energy: -3421.5983 Ha
- Kohn-Sham gap: 6.16 eV

=====

[4]
Computed, not measured: C44H65GeN4P3Sr as an isolated structure, with ωB97M-V/def2-TZVPD.

XYZ file:
```
118
C44H65GeN4P3Sr | the OMol25 dataset | ωB97M-V/def2-TZVPD
Sr 1.278 -1.165 2.107
C 1.359 4.473 3.183
C 1.720 2.993 3.308
C 0.916 2.388 4.449
P 1.580 1.995 1.742
C 0.131 2.769 0.893
N -0.217 2.278 -0.424
Ge -0.415 0.477 -0.901
N -2.176 -0.083 -0.542
C -2.562 -1.240 0.228
P -1.991 -1.176 1.990
C -3.054 0.113 2.786
C -2.423 0.518 4.110
C -4.518 -0.252 3.026
C -2.590 -2.783 2.717
C -1.433 -3.766 2.835
C -3.774 -3.435 2.015
C -3.132 0.852 -0.945
C -4.412 1.004 -0.420
C -5.243 2.008 -0.894
C -4.823 2.887 -1.873
C -3.555 2.739 -2.418
C -2.741 1.723 -1.970
N -1.432 1.471 -2.529
C -0.632 2.665 -2.721
C -0.482 3.313 -3.927
C 0.257 4.488 -3.976
C 0.811 4.981 -2.816
C 0.686 4.303 -1.603
C -0.021 3.114 -1.547
C -1.396 0.544 -3.632
C -2.292 0.583 -4.677
C -2.110 -0.268 -5.760
C -1.015 -1.113 -5.776
C -0.124 -1.172 -4.713
C -0.324 -0.366 -3.595
N 0.446 -0.349 -2.412
C 1.667 -1.128 -2.356
P 1.705 -2.443 -1.050
C 3.498 -2.966 -1.058
C 4.019 -3.723 -2.275
C 4.413 -1.775 -0.780
C 0.843 -3.928 -1.764
C 0.948 -4.128 -3.279
C -0.634 -3.982 -1.396
C 3.159 2.400 0.858
C 3.139 1.840 -0.553
C 3.681 3.835 0.858
H 1.670 5.005 4.082
H 0.280 4.598 3.100
H 1.818 4.968 2.333
H 2.785 2.903 3.560
H -0.153 2.470 4.251
H 1.106 2.934 5.373
H 1.154 1.342 4.621
H 0.217 3.859 0.855
H -0.712 2.578 1.576
H -2.124 -2.141 -0.217
H -3.645 -1.388 0.148
H -3.004 0.963 2.090
H -2.528 -0.277 4.850
H -2.911 1.402 4.518
H -1.357 0.732 4.016
H -4.601 -1.067 3.744
H -5.051 -0.555 2.130
H -5.049 0.600 3.448
H -2.879 -2.517 3.742
H -0.926 -3.921 1.878
H -1.779 -4.743 3.172
H -0.695 -3.415 3.549
H -3.487 -3.811 1.034
H -4.617 -2.764 1.879
H -4.123 -4.290 2.593
H -4.767 0.355 0.360
H -6.234 2.106 -0.471
H -5.472 3.678 -2.216
H -3.193 3.409 -3.185
H -0.941 2.904 -4.817
H 0.385 5.010 -4.912
H 1.368 5.907 -2.842
H 1.146 4.716 -0.720
H -3.119 1.276 -4.638
H -2.805 -0.259 -6.584
H -0.840 -1.755 -6.628
H 0.707 -1.851 -4.786
H 2.512 -0.472 -2.138
H 1.896 -1.538 -3.341
H 3.556 -3.641 -0.196
H 3.940 -3.131 -3.185
H 3.502 -4.665 -2.434
H 5.075 -3.950 -2.136
H 4.618 -1.224 -1.698
H 5.369 -2.114 -0.385
H 4.004 -1.063 -0.061
H 1.365 -4.750 -1.255
H 0.227 -3.486 -3.782
H 0.689 -5.157 -3.529
H 1.930 -3.927 -3.700
H -1.163 -3.134 -1.834
H -0.810 -3.986 -0.321
H -1.085 -4.885 -1.810
H 3.871 1.800 1.447
H 2.554 2.465 -1.228
H 2.709 0.836 -0.572
H 4.152 1.776 -0.952
H 3.010 4.515 0.338
H 4.637 3.872 0.335
H 3.847 4.219 1.862
C 1.956 -2.759 3.972
C 1.965 -1.472 4.544
C 3.004 -0.747 3.944
C 3.629 -1.573 3.001
C 2.974 -2.819 3.016
H 1.324 -3.578 4.270
H 1.331 -1.128 5.346
H 3.308 0.255 4.209
H 4.495 -1.313 2.415
H 3.247 -3.692 2.444
```

- Molar mass: 903.18 g/mol
- Net charge: +1
- Total energy: -5066.1974 Ha
- 2S+1: 2
- Kohn-Sham gap (spin up / spin down): 7.63 / 6.71 eV

=====

[5]
Computed, not measured: C5H4HfI2O3S as an isolated structure, with ωB97M-V/def2-TZVPD.

XYZ file:
```
16
C5H4HfI2O3S | the OMol25 dataset | ωB97M-V/def2-TZVPD
C 1.925 -1.920 1.348
C 2.090 -1.331 0.169
O 1.724 -0.528 -0.954
S 2.237 1.092 -0.721
O 3.515 0.987 0.060
O 1.128 1.927 0.263
C 0.006 1.128 0.602
I -0.083 0.476 2.693
C -1.051 0.711 -0.293
C -2.246 -0.216 0.220
I -0.951 1.381 -2.389
H 1.811 -2.454 2.365
H -2.768 0.162 1.164
H -3.055 -0.338 -0.590
H -1.813 -1.262 0.467
Hf -2.471 0.186 -4.403
```

- Molar mass: 576.45 g/mol
- Net charge: +4
- Total energy: -1457.8433 Ha
- Kohn-Sham gap: 4.11 eV

=====

[6]
Computed, not measured: one molecule with the formula C15H13N3O2S, with ωB97M-V/def2-TZVPD.

XYZ file:
```
34
C15H13N3O2S | the OMol25 dataset | ωB97M-V/def2-TZVPD
C -2.257 -2.537 -2.660
C -1.107 -2.604 -1.674
H -0.801 -3.637 -1.478
H -0.234 -2.051 -2.040
O -1.536 -2.010 -0.446
C -0.762 -2.189 0.614
O 0.254 -2.833 0.618
C -1.321 -1.518 1.851
H -1.968 -2.216 2.385
H -0.502 -1.206 2.498
S -2.365 -0.096 1.436
C -1.215 0.839 0.506
N 0.041 0.441 0.500
C 0.953 1.139 -0.175
C 0.603 2.261 -0.932
C -0.713 2.682 -0.939
C -1.658 1.980 -0.194
C -3.009 2.379 -0.163
N -4.105 2.715 -0.156
H -1.019 3.545 -1.512
H 1.344 2.783 -1.515
C 2.345 0.677 -0.078
C 3.413 1.564 -0.223
C 4.703 1.073 -0.117
N 4.986 -0.197 0.113
C 3.976 -1.037 0.263
C 2.645 -0.659 0.183
H 1.862 -1.386 0.316
H 4.246 -2.065 0.459
H 5.557 1.731 -0.222
H 3.249 2.618 -0.387
H -2.557 -1.504 -2.816
H -1.949 -2.966 -3.609
H -3.111 -3.090 -2.279
```

- ΔE to the lowest compared entry with this formula, charge and spin: 1.236 eV
- Molar mass: 299.36 g/mol
- Net charge: 0
- Total energy: -1292.3514 Ha
- Kohn-Sham gap: 8.31 eV
- SMILES string: CCOC(=O)CSc1nc(-c2ccncc2)ccc1C#N